Entry from the OMol25 dataset: a molecular structure, C24H44N2OP2RuSi at a distorted geometry (ωB97M-V/def2-TZVPD).

```
75
Properties=species:S:1:pos:R:3:forces:R:3:lowdin_charge:R:1
Ru -0.222 -0.326 -0.245 -0.8 2.5 -0.8 0.822
P 1.865 -1.036 -0.866 1.8 0.7 -1.4 0.759
P -2.518 -1.049 -0.657 0.6 0.8 -0.7 0.751
N -0.221 0.922 -1.630 -1.2 1.0 -0.8 -0.140
H 0.215 -1.297 0.702 1.0 -3.4 3.6 -0.107
C 1.770 -2.342 -2.147 0.2 -0.5 0.2 -0.247
H 2.693 -2.937 -2.233 -0.2 0.2 0.1 0.052
H 1.575 -1.876 -3.119 0.0 0.0 0.3 0.036
H 0.937 -3.004 -1.895 0.1 0.0 -0.1 0.014
C 3.136 -1.490 0.373 0.1 -0.6 0.1 -0.234
H 4.051 -1.914 -0.076 -0.3 0.3 -0.1 0.060
H 2.739 -2.252 1.043 0.0 0.2 0.1 0.011
H 3.381 -0.616 0.984 0.0 -0.1 -0.3 0.026
C 2.789 0.277 -1.789 0.2 -0.1 0.0 -0.240
H 3.827 -0.006 -2.034 -0.4 -0.1 0.2 0.055
H 2.815 1.187 -1.180 0.0 -0.2 -0.2 0.018
H 2.274 0.500 -2.729 0.0 0.0 0.2 0.028
C -2.984 -2.516 -1.640 -0.6 -0.6 -0.4 -0.265
H -4.053 -2.469 -1.938 0.5 0.2 0.1 0.056
H -2.810 -3.454 -1.076 -0.2 0.8 -0.5 0.041
H -2.361 -2.539 -2.555 -0.3 0.0 0.5 0.052
C -3.627 -1.135 0.756 -0.5 -0.3 0.2 -0.256
H -4.628 -1.317 0.360 -0.1 0.1 0.2 0.051
H -3.612 -0.207 1.326 0.0 0.0 -0.1 0.026
H -3.366 -1.960 1.414 0.0 0.0 0.0 0.021
C -3.347 0.254 -1.629 -0.6 -0.1 -0.1 -0.271
H -4.427 0.075 -1.532 0.1 0.2 -0.2 0.046
H -3.075 0.175 -2.686 0.1 0.1 0.2 0.043
H -3.114 1.256 -1.263 0.0 -0.3 -0.2 0.008
C -0.211 1.401 -2.857 0.2 0.0 0.4 -0.457
C -0.190 1.067 -5.240 0.0 0.8 -0.1 -0.095
C -0.285 0.537 -3.972 0.0 0.3 -0.3 -0.071
C -0.102 2.804 -3.011 0.0 -0.5 0.0 -0.047
C -0.012 3.330 -4.265 0.0 0.3 -0.8 -0.104
C -0.058 2.469 -5.378 0.1 -0.1 -0.9 -0.101
H -0.218 0.412 -6.114 0.0 0.3 0.2 0.101
H -0.429 -0.519 -3.782 0.1 -0.1 0.0 0.091
H -0.092 3.377 -2.097 0.1 0.2 0.0 0.102
H 0.097 4.413 -4.395 -0.1 -0.5 -0.1 0.105
H 0.022 2.896 -6.394 -0.1 -0.3 0.7 0.098
C -0.469 -3.369 0.819 0.7 0.8 -1.5 -0.516
O -0.892 -3.179 -0.329 0.6 -1.2 2.6 -0.140
C 0.870 -4.055 1.013 0.2 -0.1 0.5 -0.041
H 1.309 -3.798 2.023 -0.4 -0.7 -1.2 0.094
H 1.614 -3.802 0.246 -0.5 -0.3 0.0 0.054
H 0.553 -5.123 0.927 0.8 0.5 0.3 0.115
C -1.118 -3.100 2.169 -0.2 -0.5 0.4 -0.036
H -2.045 -3.709 2.173 0.3 0.3 0.3 0.096
H -1.350 -2.053 2.497 0.3 -0.9 -0.8 0.075
H -0.363 -3.535 2.871 -1.3 0.5 -0.1 0.077
C -1.873 0.962 3.457 -0.4 0.2 0.5 -0.173
Si -1.060 1.934 2.098 1.8 -0.9 -0.8 0.354
C -2.217 2.500 0.760 -0.6 0.4 0.0 -0.180
C -0.191 3.417 2.803 -0.3 0.1 0.3 -0.167
N 0.193 0.928 1.387 -0.8 0.6 -0.2 -0.240
C 1.478 0.992 1.900 0.7 0.3 0.5 -0.434
C 2.469 1.856 1.320 -0.6 -0.7 0.8 -0.078
C 3.685 2.063 1.971 -0.3 0.5 -0.2 -0.109
C 3.944 1.446 3.191 1.6 -0.5 0.3 -0.128
C 3.054 0.507 3.707 -0.2 0.0 0.3 -0.114
C 1.832 0.280 3.083 -0.3 0.3 -0.6 -0.065
H -2.690 1.553 3.885 -0.1 -0.2 0.1 0.032
H -1.163 0.762 4.262 0.1 0.1 0.0 0.029
H -2.261 -0.011 3.156 -0.1 0.1 -0.2 -0.005
H -2.563 3.516 0.994 0.0 -0.1 0.0 0.038
H -1.723 2.546 -0.213 0.1 -0.1 0.1 0.004
H -3.123 1.894 0.674 0.1 0.0 0.0 0.004
H 0.522 3.137 3.577 0.1 0.0 0.0 0.033
H 0.344 3.958 2.026 0.0 0.1 -0.1 0.035
H -0.922 4.085 3.254 0.0 0.2 0.1 0.027
H 2.205 2.386 0.405 0.0 0.0 0.2 0.099
H 4.393 2.798 1.562 -0.3 -0.5 0.2 0.105
H 4.952 1.579 3.680 -1.3 0.0 -0.5 0.111
H 3.297 -0.033 4.631 -0.1 0.3 -0.4 0.101
H 1.085 -0.420 3.483 0.4 0.3 -0.1 0.104
```
Forces are in eV/Å.

The multiplicity is 5. The calculation puts the gap between HOMO and LUMO (spin up / spin down) at 6.658 / 6.658 eV. Its lowest unoccupied orbital energy (spin up / spin down) is 0.0206 / -0.0109 hartree. Its net charge is 0.

***

Entry from the OMol25 dataset: a molecular structure, C24H44N4O3SbSi3Zn at a distorted geometry (ωB97M-V/def2-TZVPD).

```
80
Properties=species:S:1:pos:R:3:forces:R:3:lowdin_charge:R:1
Zn 0.300 1.440 -0.846 -0.3 -1.7 7.6 0.429
C -3.136 -1.487 1.392 -0.2 -1.0 0.6 -0.369
Sb -1.815 -1.009 -0.263 -1.0 1.3 0.2 1.413
C -1.374 1.148 0.093 -5.7 -1.6 6.9 -0.409
C -1.589 1.720 1.491 -0.4 -1.9 -0.7 -0.357
C -1.180 3.032 1.795 0.1 0.6 1.0 -0.079
C -1.360 3.537 3.083 0.0 -0.6 -0.7 -0.093
C -1.942 2.737 4.065 -0.2 -0.2 0.4 -0.126
C -2.330 1.439 3.739 1.1 1.1 -2.1 -0.143
N -2.143 0.971 2.477 -0.3 -0.1 1.7 0.073
Si -2.520 2.070 -1.121 1.9 -0.4 -0.8 0.118
C -4.300 1.727 -0.663 -0.8 0.1 0.3 -0.198
C -2.237 1.505 -2.879 -4.9 -1.7 -3.8 -0.210
C -2.290 3.928 -1.136 -1.0 1.5 0.5 -0.146
C 0.150 -1.780 0.344 1.1 -0.3 0.5 -0.554
C 0.815 -0.729 1.225 -0.1 0.4 0.5 -0.334
C 1.456 -1.017 2.447 0.0 1.0 0.0 -0.039
C 2.099 0.000 3.152 -0.2 -0.4 -0.3 -0.082
C 2.122 1.294 2.642 -0.5 0.4 -0.5 -0.062
C 1.490 1.557 1.430 -0.2 -1.7 2.5 -0.116
N 0.841 0.562 0.765 1.1 -2.7 4.2 -0.062
Si -0.050 -3.573 1.081 -0.3 0.8 0.0 0.424
C -0.798 -3.671 2.807 0.0 0.0 0.4 -0.178
C -1.213 -4.629 0.050 -0.2 -0.1 -0.3 -0.192
C 1.574 -4.494 1.197 0.4 -0.3 0.0 -0.196
Si 1.225 -1.830 -1.257 -0.3 0.4 0.0 0.438
C 3.047 -1.969 -0.839 0.4 0.0 0.3 -0.157
C 0.781 -3.195 -2.451 -0.1 -0.5 -0.1 -0.193
C 1.076 -0.256 -2.261 -1.3 -2.7 -1.5 -0.185
H -4.049 -0.861 1.320 0.7 -0.2 0.0 0.000
H -2.659 -1.340 2.375 -0.3 0.1 -0.6 -0.020
H -3.441 -2.548 1.307 0.0 0.3 0.0 -0.027
H -0.710 3.655 1.048 0.0 0.0 -0.2 0.090
H -1.044 4.544 3.321 0.0 0.1 0.0 0.091
H -2.085 3.117 5.069 0.0 0.0 0.1 0.074
H -2.779 0.801 4.488 -0.1 -0.3 -0.1 0.087
H -4.501 0.639 -0.719 -0.1 0.5 0.1 0.008
H -4.970 2.258 -1.370 0.1 -0.3 0.3 0.021
H -4.491 2.087 0.369 -0.1 -0.2 -0.4 0.028
H -2.408 0.413 -2.965 0.0 0.3 -0.4 0.011
H -1.201 1.754 -3.185 -1.1 -0.3 -1.8 0.015
H -2.946 2.035 -3.548 -0.1 -0.5 -0.7 0.018
H -2.556 4.361 -0.152 0.1 0.2 -0.5 0.018
H -2.965 4.366 -1.899 0.2 0.0 0.3 0.029
H -1.239 4.172 -1.394 -0.8 0.0 0.3 0.020
H 1.499 -2.007 2.856 -0.1 -0.4 -0.1 0.068
H 2.596 -0.221 4.088 0.0 0.0 0.0 0.092
H 2.631 2.085 3.178 0.0 0.1 0.0 0.095
H 1.507 2.557 1.020 0.0 -0.1 -0.2 0.118
H -1.839 -3.321 2.822 0.3 0.0 0.0 0.009
H -0.219 -3.110 3.562 -0.4 -0.2 -0.2 0.026
H -0.813 -4.737 3.113 0.1 0.4 -0.2 0.035
H -2.217 -4.164 0.022 0.4 -0.3 -0.1 0.016
H -1.298 -5.630 0.521 0.0 0.5 -0.2 0.038
H -0.859 -4.763 -0.983 -0.2 0.0 0.3 0.011
H 2.300 -3.937 1.822 -0.2 -0.4 -0.4 0.033
H 1.988 -4.658 0.184 0.0 0.0 0.5 0.018
H 1.390 -5.487 1.655 0.1 0.5 -0.2 0.035
H 3.275 -2.901 -0.295 0.1 0.4 -0.2 0.015
H 3.347 -1.105 -0.212 0.0 -0.5 -0.3 0.040
H 3.635 -1.954 -1.779 -0.2 0.0 0.4 0.039
H 1.002 -4.181 -2.000 -0.3 0.3 -0.4 0.016
H 1.404 -3.091 -3.363 -0.3 0.0 0.4 0.037
H -0.290 -3.118 -2.730 0.6 -0.2 0.1 0.040
H 1.390 0.632 -1.681 -1.2 -5.0 -3.4 -0.100
H 0.030 -0.141 -2.595 0.3 -0.3 -0.2 0.051
H 1.726 -0.338 -3.156 -0.3 -0.1 0.2 0.083
C 4.976 1.824 -2.674 -0.1 0.1 -0.2 -0.049
O 4.138 1.196 -1.699 -1.0 0.1 0.9 0.014
C 2.824 1.513 -1.633 1.9 1.8 -1.7 -0.454
O 2.051 1.191 -0.736 12.5 2.5 1.6 -0.114
N 2.245 2.182 -2.674 3.1 -0.2 -0.3 0.060
N 0.895 2.181 -2.433 -2.0 7.0 -8.9 -0.169
H 6.017 1.647 -2.389 -0.3 -0.1 0.1 0.097
H 4.806 2.904 -2.704 -0.1 -0.1 0.0 0.098
H 4.804 1.373 -3.655 0.0 0.1 0.0 0.092
H 2.645 2.140 -3.602 0.0 0.1 0.1 0.135
H 0.248 1.715 -3.279 2.5 1.0 1.7 0.158
H 0.416 3.238 -2.505 2.0 -3.3 0.4 0.213
O -0.904 2.002 -1.690 -3.8 6.8 -3.0 -0.775
```
Forces are in eV/Å.

The calculation puts the gap between HOMO and LUMO (spin up / spin down) at 2.634 / 2.637 eV. Its lowest unoccupied orbital energy (spin up / spin down) is 0.0666 / 0.0666 hartree. Its net charge is -1.

***

Entry from the OMol25 dataset: a molecular structure, C24H45ClDyN3O4Si at a distorted geometry (ωB97M-V/def2-TZVPD).

```
79
Properties=species:S:1:pos:R:3:forces:R:3:lowdin_charge:R:1
O 1.586 -0.610 -0.930 -1.9 0.2 -0.5 -0.356
C 2.800 -0.069 -0.674 0.1 1.5 0.3 -0.413
C 3.568 -0.840 0.409 0.0 0.3 -0.2 -0.182
C 2.901 -1.692 1.289 0.2 0.1 0.0 -0.037
H 1.824 -1.818 1.172 0.3 0.1 0.1 0.076
C 3.605 -2.339 2.311 0.0 0.2 -0.4 -0.081
H 3.051 -2.975 2.995 0.2 0.0 0.0 0.097
C 4.984 -2.158 2.436 -0.2 0.0 -0.1 -0.105
H 5.526 -2.663 3.235 -0.1 0.1 -0.2 0.095
C 5.655 -1.335 1.527 -0.1 0.1 -0.1 -0.095
H 6.730 -1.199 1.610 -0.1 0.0 0.0 0.095
C 4.953 -0.682 0.512 -0.1 -0.2 0.3 -0.046
H 5.461 -0.027 -0.203 -0.1 -0.2 0.3 0.118
H 3.435 -0.103 -1.580 0.2 0.0 0.0 0.127
C 2.578 2.415 -1.595 0.0 0.4 0.0 -0.079
C 2.625 1.514 -0.385 1.9 -1.5 0.7 -0.279
H 3.290 3.249 -1.448 -0.3 -0.4 -0.2 0.082
H 1.595 2.882 -1.769 0.2 -0.2 0.0 0.051
H 2.876 1.856 -2.495 -0.1 0.2 0.2 0.076
C 2.871 1.971 0.854 -0.4 0.0 -0.4 -0.146
C 2.929 3.404 1.272 0.1 0.5 0.1 -0.122
H 3.071 1.264 1.660 -0.1 0.0 -0.2 0.116
H 3.917 3.624 1.702 -0.1 -0.1 -0.1 0.078
H 2.204 3.625 2.065 0.0 -0.1 -0.2 0.061
H 2.762 4.118 0.455 -0.1 -0.3 0.2 0.065
Dy -0.355 0.687 -0.578 1.3 -1.2 1.6 1.361
Cl -0.363 2.958 0.610 -0.1 0.5 0.0 -0.020
C -3.247 1.710 0.256 1.2 -0.6 -0.5 -0.357
O -2.708 1.107 -0.717 -1.2 0.8 0.9 -0.174
N -4.467 2.227 0.282 -0.5 0.3 -0.1 -0.158
C -5.355 2.220 -0.878 -0.1 0.0 0.2 -0.021
C -4.978 2.916 1.477 0.2 -0.1 -0.1 -0.020
H -2.660 1.859 1.178 -0.4 -0.1 -0.2 0.057
H -4.859 1.734 -1.716 0.0 0.0 0.1 0.088
H -5.628 3.250 -1.140 0.2 -0.2 0.0 0.094
H -6.287 1.692 -0.628 0.3 0.0 -0.1 0.095
H -4.235 2.846 2.277 -0.2 0.0 -0.1 0.089
H -5.917 2.460 1.812 0.2 0.0 -0.1 0.094
H -5.175 3.974 1.259 0.1 -0.2 0.0 0.095
H 0.695 -5.410 -0.697 0.1 0.1 0.0 0.088
H -1.579 -4.972 0.155 0.0 0.2 -0.1 0.092
C 0.926 -4.374 -0.418 -0.3 -0.1 -0.3 -0.030
C -1.440 -3.887 0.214 0.3 0.2 0.4 -0.023
N -0.264 -3.541 -0.581 -0.1 -0.1 -0.2 -0.164
H 1.722 -3.978 -1.055 -0.1 -0.1 0.2 0.096
C -0.220 -2.452 -1.352 -0.5 1.1 0.6 -0.301
O -1.012 -1.477 -1.243 0.4 -1.8 -1.0 -0.164
H -2.321 -3.368 -0.172 0.3 0.0 0.1 0.096
H 0.597 -2.457 -2.091 -0.1 0.2 0.4 0.133
H 1.259 -4.362 0.629 -0.1 0.1 -0.3 0.095
H -1.282 -3.625 1.273 -0.1 0.0 -0.3 0.082
H -1.214 2.164 -5.955 0.1 0.0 0.1 0.101
H -0.053 -0.131 -6.813 0.1 0.0 0.2 0.097
C -0.256 2.273 -5.431 0.0 0.0 0.1 -0.012
C 0.745 0.092 -6.094 0.0 0.0 0.2 -0.031
N 0.257 0.965 -5.030 -0.1 0.0 -0.2 -0.168
H -0.390 2.905 -4.548 0.1 -0.2 -0.2 0.097
C 0.190 0.543 -3.776 -0.5 1.0 1.5 -0.242
O -0.221 1.263 -2.816 0.4 -1.1 -2.2 -0.171
H 1.100 -0.841 -5.645 0.0 0.2 -0.2 0.093
H 0.528 -0.490 -3.599 0.0 0.3 0.0 0.141
H 0.458 2.725 -6.123 0.0 0.1 0.1 0.093
H 1.566 0.582 -6.630 -0.1 -0.1 0.2 0.096
C -1.973 1.037 3.778 -0.2 0.1 0.3 -0.195
Si -1.809 -0.636 2.934 1.2 0.0 -0.9 0.371
C -1.422 -1.931 4.255 -0.1 0.0 0.4 -0.204
C -3.464 -1.177 2.205 -0.3 0.1 0.0 -0.181
C -0.474 -0.516 1.630 -0.4 0.0 0.1 -0.387
H -2.964 1.161 4.238 0.2 0.1 0.0 0.024
H -1.793 1.864 3.080 0.0 -0.1 0.1 -0.012
H -1.217 1.109 4.575 -0.2 0.1 -0.2 0.033
H -2.215 -1.950 5.019 0.1 -0.1 -0.1 0.022
H -1.344 -2.945 3.835 0.0 0.2 0.0 0.013
H -0.474 -1.711 4.765 -0.2 0.0 -0.1 0.026
H -3.769 -0.584 1.333 0.1 -0.1 0.1 0.007
H -3.440 -2.232 1.893 0.0 0.2 0.1 0.016
H -4.249 -1.077 2.969 0.1 -0.1 -0.2 0.027
H 0.450 -0.073 2.056 -0.3 -0.1 0.1 -0.018
H -0.194 -1.539 1.312 -0.1 0.2 0.1 -0.053
```
Forces are in eV/Å.

The multiplicity is 6. The calculation puts the gap between HOMO and LUMO (spin up / spin down) at 6.904 / 6.801 eV. Its lowest unoccupied orbital energy (spin up / spin down) is 0.0070 / 0.0070 hartree. Its net charge is 0.